No. 1
Entry from the OMol25 dataset: C18H37CaO10S2 as an isolated structure in a non-equilibrium geometry (wB97M-V/def2-TZVPD).

Computed properties:
Energy relative to the best compared isomer or geometry (same formula, charge and spin): 0.0 kcal/mol
HOMO-LUMO gap: 5.573 eV
Total charge: -1
Spin multiplicity: 1

Atoms and positions in Å:
Ca  0.73  -0.59  -0.28
C  5.19  0.50  1.53
C  4.06  0.04  0.59
O  4.40  -0.55  -0.44
O  2.89  0.37  0.91
H  5.96  1.11  1.04
H  5.72  -0.32  2.01
H  4.77  1.13  2.32
C  -0.54  -4.54  0.80
C  -0.12  -3.10  0.69
O  -1.01  -2.25  0.36
O  1.08  -2.75  0.75
H  -1.10  -4.86  -0.08
H  -1.11  -4.64  1.73
H  0.33  -5.19  0.86
C  0.42  -0.14  -3.90
C  0.64  -1.56  -3.31
C  0.86  -2.54  -4.47
O  1.62  -1.53  -2.33
H  -0.62  -0.13  -4.28
H  1.22  0.16  -4.58
H  0.30  0.62  -3.12
H  -0.30  -1.96  -2.85
H  1.02  -3.57  -4.15
H  1.78  -2.25  -4.99
H  0.00  -2.52  -5.15
C  1.59  3.76  0.14
C  1.49  2.98  -1.19
C  2.68  3.26  -2.07
O  1.35  1.59  -0.98
H  1.83  4.81  0.02
H  2.52  3.37  0.59
H  0.77  3.52  0.82
H  0.56  3.34  -1.66
H  2.89  2.48  -2.80
H  3.59  3.30  -1.45
H  2.63  4.25  -2.54
H  2.25  1.29  -0.76
C  -0.18  -1.34  4.98
C  -0.99  -0.09  5.35
C  -1.21  0.69  4.05
S  0.34  0.56  3.13
O  1.11  1.74  3.44
O  0.00  0.24  1.75
C  0.97  -0.91  4.05
H  -0.87  -2.08  4.58
H  0.23  -1.77  5.90
H  -0.64  0.57  6.15
H  -1.99  -0.36  5.71
H  -1.51  1.73  4.18
H  -1.97  0.15  3.48
H  1.67  -0.41  4.73
H  1.61  -1.49  3.40
C  -4.84  1.09  -2.13
C  -4.98  -0.41  -1.69
C  -3.55  -0.92  -1.53
S  -2.72  0.37  -0.68
O  -1.31  0.33  -1.05
O  -3.12  0.42  0.70
C  -3.58  1.74  -1.54
H  -5.72  1.62  -1.76
H  -4.88  1.22  -3.21
H  -5.58  -0.99  -2.39
H  -5.49  -0.31  -0.74
H  -3.09  -1.09  -2.50
H  -3.48  -1.83  -0.93
H  -2.90  2.06  -2.33
H  -3.66  2.61  -0.89

---

No. 2
Entry from the OMol25 dataset: one molecule with the formula C6H12O3 in a non-equilibrium geometry (wB97M-V/def2-TZVPD).

Computed properties:
Energy relative to the best compared isomer or geometry (same formula, charge and spin): 92.6 kcal/mol
HOMO-LUMO gap: 10.445 eV
SMILES: CCC(C)(C)C(=O)OO
Spin multiplicity: 1

Atoms and positions in Å:
C  -0.51  -1.96  1.27
C  0.09  -0.56  1.35
C  0.36  0.26  -0.13
C  1.07  -0.67  -1.10
C  1.14  1.53  0.19
C  -1.02  0.46  -0.52
O  -2.10  -0.03  -0.46
O  -0.77  1.56  -1.62
O  -1.95  2.35  -1.68
H  -1.50  -1.94  0.84
H  0.13  -2.62  0.69
H  -0.58  -2.38  2.27
H  1.09  -0.60  1.77
H  -0.52  0.09  1.99
H  1.98  -1.06  -0.64
H  0.44  -1.51  -1.39
H  1.32  -0.11  -2.00
H  2.08  1.26  0.67
H  0.57  2.19  0.84
H  1.36  2.06  -0.73
H  -2.66  1.68  -1.61

---

No. 3
Entry from the OMol25 dataset: C18H54BIN14NbO30 as an isolated structure in a non-equilibrium geometry (wB97M-V/def2-TZVPD).

Computed properties:
HOMO-LUMO gap: 4.867 eV
Total charge: -1
Spin multiplicity: 1

Atoms and positions in Å:
C  6.19  2.15  1.95
C  4.96  2.21  3.03
B  3.58  1.91  2.18
O  3.52  0.56  1.58
Nb  1.98  3.55  1.95
C  0.27  2.21  2.66
C  0.13  0.81  1.90
O  0.55  0.59  0.75
I  -0.92  -0.78  3.04
H  6.35  1.05  1.67
H  5.92  2.77  1.03
H  7.12  2.63  2.41
H  5.15  1.43  3.85
H  4.98  3.25  3.49
H  3.99  0.69  0.72
H  1.70  3.10  0.17
H  0.76  4.91  1.77
H  2.28  4.01  3.69
H  3.29  4.72  1.50
H  0.35  2.01  3.79
H  -0.72  2.79  2.53
C  -2.26  0.51  -0.60
N  -3.73  0.72  -0.75
O  -4.15  0.95  -1.87
O  -4.40  0.65  0.27
H  -1.79  0.60  -1.58
H  -1.88  1.27  0.08
H  -2.11  -0.49  -0.19
C  0.24  -2.53  -3.03
N  -1.22  -2.32  -3.17
O  -1.65  -2.10  -4.29
O  -1.89  -2.39  -2.16
H  0.71  -2.44  -4.00
H  0.62  -1.76  -2.35
H  0.39  -3.53  -2.62
C  -0.62  -5.40  0.31
N  0.54  -5.87  -0.49
O  1.10  -6.89  -0.12
O  0.85  -5.20  -1.46
H  -0.78  -6.09  1.14
H  -0.38  -4.40  0.68
H  -1.49  -5.38  -0.35
C  -6.90  2.73  -2.71
N  -7.80  2.84  -3.90
O  -9.00  2.87  -3.69
O  -7.26  2.89  -4.99
H  -7.51  2.69  -1.81
H  -6.32  1.82  -2.83
H  -6.26  3.61  -2.71
C  -6.33  2.56  2.71
N  -5.44  3.63  3.25
O  -5.82  4.78  3.15
O  -4.38  3.27  3.74
H  -7.22  3.03  2.31
H  -5.78  2.04  1.93
H  -6.57  1.90  3.54
C  10.56  3.98  3.18
N  9.09  4.18  3.04
O  8.66  4.41  1.93
O  8.43  4.11  4.06
H  11.02  4.07  2.20
H  10.93  4.75  3.86
H  10.72  2.99  3.59
C  -11.76  4.40  -4.26
N  -12.07  5.23  -3.07
O  -11.15  5.52  -2.33
O  -13.24  5.56  -2.92
H  -10.69  4.18  -4.27
H  -12.34  3.48  -4.18
H  -12.04  4.97  -5.14
C  1.46  -9.52  1.25
N  1.56  -10.35  2.48
O  1.49  -9.77  3.55
O  1.72  -11.55  2.32
H  1.32  -8.48  1.54
H  2.38  -9.65  0.69
H  0.60  -9.88  0.68
C  -3.92  1.88  -6.06
N  -3.14  2.93  -6.76
O  -2.63  2.63  -7.83
O  -3.07  4.02  -6.22
H  -3.90  0.97  -6.65
H  -3.45  1.72  -5.09
H  -4.94  2.25  -5.95
C  2.90  -8.84  5.95
N  3.79  -7.78  6.49
O  3.40  -6.62  6.40
O  4.85  -8.14  6.98
H  2.00  -8.38  5.55
H  3.44  -9.36  5.17
H  2.65  -9.51  6.78
C  -0.53  3.75  7.30
N  0.62  3.80  6.36
O  1.58  3.08  6.61
O  0.52  4.55  5.41
H  -0.30  3.04  8.10
H  -0.67  4.75  7.71
H  -1.40  3.43  6.74
C  -6.39  -0.37  -9.31
N  -5.48  -0.50  -8.14
O  -4.46  -1.14  -8.29
O  -5.83  0.05  -7.11
H  -5.96  -0.91  -10.15
H  -7.35  -0.81  -9.03
H  -6.49  0.69  -9.54
C  2.51  -7.94  -3.08
N  3.00  -9.18  -2.41
O  3.05  -9.17  -1.19
O  3.32  -10.10  -3.14
H  2.26  -7.21  -2.31
H  3.30  -7.58  -3.73
H  1.62  -8.21  -3.65
C  11.71  7.74  0.96
N  12.22  6.52  1.62
O  12.28  6.52  2.84
O  12.54  5.59  0.90
H  11.47  8.48  1.72
H  12.50  8.11  0.30
H  10.82  7.46  0.39

---

No. 4
Entry from the OMol25 dataset: one molecule with the formula C5H6O3 in a non-equilibrium geometry (wB97M-V/def2-TZVPD).

Computed properties:
Energy relative to the best compared isomer or geometry (same formula, charge and spin): 207.8 kcal/mol
HOMO-LUMO gap: 8.983 eV
SMILES: O=CC1O[C@@H]2C[C@H]2O1
Spin multiplicity: 1

Atoms and positions in Å:
O  1.27  -0.64  -3.26
C  0.44  -0.61  -2.17
C  1.02  -0.57  -0.66
O  0.74  1.05  -0.45
C  -0.30  0.79  0.31
C  -1.21  0.84  1.64
C  0.11  -0.20  1.40
O  0.50  -1.25  0.45
H  -0.72  -0.55  -2.27
H  2.02  -0.88  -0.74
H  -1.21  0.49  -0.38
H  -1.27  0.86  2.83
H  -2.31  0.74  1.27
H  0.92  -0.05  2.03

---

No. 5
Entry from the OMol25 dataset: an isolated ion of composition C3H3N2 and charge +1 in a non-equilibrium geometry (wB97M-V/def2-TZVPD).

Computed properties:
Energy relative to the best compared isomer or geometry (same formula, charge and spin): 110.4 kcal/mol
HOMO-LUMO gap: 10.516 eV
Total charge: +1
Spin multiplicity: 1

Atoms and positions in Å:
C  -1.38  1.06  -0.03
C  1.40  1.03  -0.02
C  -0.08  0.15  0.49
N  -1.18  -0.18  -0.28
N  1.22  -0.11  -0.27
H  0.15  0.04  1.54
H  -1.56  -1.08  -0.49
H  1.43  -0.91  -0.93

---

No. 6
Entry from the OMol25 dataset: one molecule with the formula C5H8O2 (wB97M-V/def2-TZVPD).

Computed properties:
Energy relative to the best compared isomer or geometry (same formula, charge and spin): 28.9 kcal/mol
HOMO-LUMO gap: 10.368 eV
SMILES: O=C1CC[C@@H]1CO
Spin multiplicity: 1

Atoms and positions in Å:
O  -0.97  0.17  -2.18
C  -0.14  -0.09  -1.35
C  1.06  -1.04  -1.28
C  0.95  -0.94  0.26
C  0.00  0.28  0.13
C  -1.28  0.41  0.95
O  -1.19  1.31  2.04
H  0.94  -2.01  -1.76
H  1.97  -0.56  -1.68
H  1.88  -0.78  0.81
H  0.43  -1.81  0.69
H  0.56  1.22  0.21
H  -2.09  0.69  0.26
H  -1.54  -0.57  1.38
H  -1.36  2.19  1.70

---

No. 7
Entry from the OMol25 dataset: a 3-piece molecular cluster, C3H5NS overall in a non-equilibrium geometry (wB97M-V/def2-TZVPD).

Computed properties:
Energy relative to the best compared isomer or geometry (same formula, charge and spin): 109.8 kcal/mol
HOMO-LUMO gap: 7.680 eV
Spin multiplicity: 1

Atoms and positions in Å:
C  -0.52  0.57  0.17
C  0.02  -0.65  -0.14
C  0.78  -1.57  0.82
H  -0.95  2.68  -0.51
H  -0.13  1.88  -1.60
H  -0.67  0.71  1.18
H  0.27  -0.76  -1.22
H  0.36  -1.56  1.89
N  -1.13  1.34  -0.78
S  1.96  -2.64  0.18

---

No. 8
Entry from the OMol25 dataset: C29H51BN8O2PPbS as an isolated structure (wB97M-V/def2-TZVPD).

Computed properties:
HOMO-LUMO gap: 5.242 eV
Total charge: -1
Spin multiplicity: 1

Atoms and positions in Å:
Pb  -0.89  0.41  0.61
C  -0.63  5.06  1.10
C  -0.92  3.71  0.43
N  -0.69  2.55  1.30
N  -0.59  2.89  2.63
C  -0.64  1.98  3.52
N  -0.57  2.38  4.89
S  -0.81  0.25  3.26
C  -0.08  3.55  -0.84
C  0.52  4.62  -1.50
C  1.21  4.39  -2.68
C  1.30  3.10  -3.17
C  0.68  2.09  -2.45
N  0.01  2.31  -1.32
H  -1.15  5.10  2.05
H  -0.97  5.88  0.47
H  0.44  5.17  1.30
H  -0.14  3.29  4.95
H  -0.06  1.70  5.43
H  0.46  5.62  -1.10
H  1.69  5.21  -3.20
H  1.83  2.87  -4.09
H  0.72  1.06  -2.78
N  1.23  -0.30  0.29
P  1.70  -1.74  0.29
N  1.07  -2.73  -0.94
C  0.39  -2.09  -2.07
C  0.24  -3.07  -3.22
C  -0.61  -4.28  -2.81
C  -0.21  -4.78  -1.41
C  1.12  -4.18  -0.96
N  3.38  -1.86  0.17
C  4.08  -3.14  0.26
C  4.86  -3.43  -1.01
C  5.97  -2.38  -1.21
C  5.53  -1.02  -0.64
C  4.02  -0.86  -0.70
N  1.46  -2.77  1.64
C  2.13  -2.24  2.86
C  2.00  -3.22  4.01
C  0.53  -3.51  4.31
C  -0.13  -4.02  3.04
C  0.03  -3.00  1.92
H  0.96  -1.22  -2.39
H  -0.61  -1.71  -1.79
H  1.24  -3.40  -3.54
H  -0.21  -2.57  -4.08
H  -0.50  -5.08  -3.55
H  -1.66  -3.98  -2.82
H  -0.14  -5.87  -1.39
H  -0.99  -4.50  -0.69
H  1.91  -4.56  -1.62
H  1.36  -4.53  0.05
H  3.37  -3.93  0.48
H  4.79  -3.13  1.11
H  4.16  -3.40  -1.85
H  5.29  -4.44  -0.98
H  6.20  -2.28  -2.27
H  6.88  -2.71  -0.72
H  6.01  -0.20  -1.19
H  5.84  -0.92  0.40
H  3.69  -0.97  -1.75
H  3.69  0.13  -0.37
H  1.68  -1.27  3.14
H  3.17  -2.05  2.62
H  2.51  -2.81  4.89
H  2.51  -4.15  3.74
H  0.05  -2.57  4.62
H  0.43  -4.22  5.14
H  -1.20  -4.21  3.21
H  0.34  -4.96  2.74
H  -0.47  -2.07  2.23
H  -0.46  -3.35  1.02
C  -5.46  2.00  0.24
C  -4.68  3.28  0.02
C  -5.44  4.46  0.62
O  -3.45  3.16  0.75
B  -2.43  3.66  -0.03
O  -2.88  4.05  -1.28
C  -4.21  3.53  -1.45
C  -4.07  2.24  -2.26
C  -5.04  4.54  -2.22
H  -5.69  1.90  1.30
H  -4.89  1.13  -0.07
H  -6.41  2.02  -0.32
H  -5.54  4.29  1.69
H  -6.43  4.57  0.18
H  -4.89  5.39  0.48
H  -3.42  1.53  -1.75
H  -3.62  2.48  -3.22
H  -5.04  1.77  -2.44
H  -4.95  5.53  -1.78
H  -6.09  4.25  -2.23
H  -4.69  4.59  -3.25

---

No. 9
Entry from the OMol25 dataset: one molecule with the formula C5H8O in a non-equilibrium geometry (wB97M-V/def2-TZVPD).

Computed properties:
Energy relative to the best compared isomer or geometry (same formula, charge and spin): 68.9 kcal/mol
HOMO-LUMO gap: 9.539 eV
SMILES: CC(O)=C1CC1
Spin multiplicity: 1

Atoms and positions in Å:
C  -1.99  0.45  0.68
C  -0.54  0.21  0.46
O  0.27  0.42  1.56
C  0.16  -0.23  -0.55
C  0.98  -0.73  -1.61
C  1.74  -0.39  -0.38
H  -2.15  1.51  0.90
H  -2.56  0.19  -0.21
H  -2.32  -0.16  1.52
H  -0.03  1.23  1.97
H  0.84  -1.77  -1.79
H  1.05  -0.02  -2.41
H  2.16  -1.20  0.23
H  2.40  0.49  -0.38

---

No. 10
Entry from the OMol25 dataset: one molecule with the formula C3H6N2 in a non-equilibrium geometry (wB97M-V/def2-TZVPD).

Computed properties:
Energy relative to the best compared isomer or geometry (same formula, charge and spin): 25.9 kcal/mol
HOMO-LUMO gap (spin up / spin down): 7.556 / 8.865 eV
Spin multiplicity: 3

Atoms and positions in Å:
C  0.49  -1.14  0.20
C  -0.87  1.12  0.04
C  0.41  0.36  -0.16
N  -0.37  -2.21  -0.28
N  0.70  -2.12  -0.77
H  0.93  -1.33  1.19
H  -1.48  1.24  -0.80
H  -0.43  2.13  0.25
H  -1.32  0.75  0.93
H  1.10  0.69  0.54
H  0.85  0.51  -1.14

---

No. 11
Entry from the OMol25 dataset: a 5-piece molecular cluster, CH11NO4 overall in a non-equilibrium geometry (wB97M-V/def2-TZVPD).

Computed properties:
Energy relative to the best compared isomer or geometry (same formula, charge and spin): 32.3 kcal/mol
HOMO-LUMO gap: 10.605 eV
SMILES: C=N.O.O.O.O
Spin multiplicity: 1

Atoms and positions in Å:
C  -2.41  -0.29  1.95
N  -2.61  0.11  0.75
H  -2.33  0.43  2.76
H  -2.08  -1.32  2.11
H  -3.11  -0.64  0.27
O  1.45  1.03  1.46
H  1.78  1.87  1.12
H  1.96  0.37  0.96
O  2.36  -1.13  -0.02
H  2.61  -1.96  0.38
H  1.96  -1.34  -0.89
O  -0.73  1.40  -1.28
H  -1.06  0.91  -0.51
H  0.03  1.86  -0.89
O  0.84  -1.04  -2.28
H  0.04  -0.54  -2.05
H  1.17  -0.64  -3.09

---

No. 12
Entry from the OMol25 dataset: a 6-piece molecular cluster, C2H16O5S overall in a non-equilibrium geometry (wB97M-V/def2-TZVPD).

Computed properties:
Energy relative to the best compared isomer or geometry (same formula, charge and spin): 58.3 kcal/mol
HOMO-LUMO gap: 8.574 eV
SMILES: CCS.O.O.O.O.O
Spin multiplicity: 1

Atoms and positions in Å:
C  -1.67  -1.33  -0.28
C  -0.43  -0.78  -1.06
S  0.34  -1.67  -2.46
H  -1.68  -2.37  -0.45
H  -2.55  -0.95  -0.81
H  -1.39  -0.83  0.69
H  -0.56  0.28  -1.47
H  0.40  -0.76  -0.29
H  0.44  -3.03  -2.13
O  -0.53  2.95  -0.79
H  0.32  3.30  -0.59
H  -0.43  2.62  -1.73
O  1.16  0.37  2.22
H  1.84  0.88  2.63
H  0.35  1.13  1.90
O  2.20  0.46  -0.72
H  2.55  0.31  -1.66
H  2.81  0.10  -0.07
O  -1.65  1.25  1.11
H  -1.51  1.55  0.14
H  -2.02  2.04  1.44
O  0.82  -2.20  1.39
H  1.25  -1.30  1.29
H  -0.06  -2.02  1.68

---

spin multiplicity of number 10 (C3H6N2)?
3